Entry from the OMol25 dataset: 2 unconnected molecules or ions with the total composition H2N2OS at a distorted geometry (ωB97M-V with the def2-TZVPD basis set).

Results
* SMILES: N#[N+][S-].O
* max |F|: 8.36 eV/A
* HOMO level: -9.65 eV
* DFT total energy: -584.06449 Ha
* frontier orbital gap: 10.26 eV

Last column: Mulliken charge in e.
Positions of all 6 atoms, in Å:
N -0.1922 0.1446 0.5361  -0.10
N -0.6042 0.1421 1.6148  0.18
S -1.3992 0.0833 2.9384  -0.09
O 0.4636 -0.2442 -1.4634  -0.56
H 1.1174 -0.7215 -2.0234  0.30
H 0.6147 0.5957 -1.6025  0.28



Entry from the OMol25 dataset: 2 unconnected molecules or ions with the total composition H2N3O2S at a distorted geometry (ωB97M-V with the def2-TZVPD basis set).

Results
* charge: -1
* max |F|: 3.78 eV/A
* HOMO level: -2.72 eV
* DFT total energy: -714.07488 Ha
* frontier orbital gap: 6.94 eV

Last column: Mulliken charge in e.
Positions of all 8 atoms, in Å:
N 3.6907 0.9196 0.4719  -0.17
N 3.2292 -0.0953 0.4360  0.14
N 1.0963 -0.1151 0.2706  0.20
O 0.8860 -0.4956 -1.1123  -0.40
O 0.6648 -0.9775 1.0436  -0.66
S -0.1409 1.5845 0.3471  -0.46
H -0.9199 1.0044 1.2554  0.07
H 0.3524 -1.3092 -1.0793  0.29



Entry from the OMol25 dataset: a single H2N3OP molecule at a distorted geometry (ωB97M-V with the def2-TZVPD basis set).

Results
* SMILES: O=Pn1[nH][nH]1
* max |F|: 7.14 eV/A
* HOMO level (alpha / beta): -10.00 / -10.00 eV
* DFT total energy: -581.89796 Ha
* frontier orbital gap (alpha / beta): 9.63 / 9.63 eV

Last column: Mulliken charge in e.
Positions of all 7 atoms, in Å:
O 1.7916 -2.0855 -0.5333  -0.53
P 0.4043 -1.4397 -1.1786  0.27
N -0.0033 -0.0474 -0.3416  0.29
N -0.8365 1.0759 -0.2757  -0.26
N 0.2796 0.9351 0.5873  -0.24
H -1.7603 0.8993 0.2674  0.25
H 0.1246 0.6622 1.4746  0.22



Entry from the OMol25 dataset: a single H2N3P3 molecule at a distorted geometry (ωB97M-V with the def2-TZVPD basis set).

Results
* SMILES: [H]/N=P/N=P\N=P/[H]
* max |F|: 3.67 eV/A
* HOMO level: -8.84 eV
* DFT total energy: -1189.47002 Ha
* frontier orbital gap: 7.31 eV

Last column: Mulliken charge in e.
Positions of all 8 atoms, in Å:
H 1.5839 1.5962 -0.9798  0.22
N 0.7673 1.0750 -0.7309  -0.50
P -0.2272 1.6153 0.3254  0.20
N -1.6625 0.8037 -0.0106  -0.28
P -2.0214 -0.7748 0.2161  0.13
N -0.6305 -1.4717 0.0139  0.02
P 0.8480 -1.8807 0.0046  0.16
H 1.3425 -0.9631 1.1614  0.05



Entry from the OMol25 dataset: a single H2N4 molecule at a distorted geometry (ωB97M-V with the def2-TZVPD basis set).

Results
* SMILES: [H]/N=N\N=N\[H]
* max |F|: 4.99 eV/A
* HOMO level: -8.71 eV
* DFT total energy: -220.04411 Ha
* frontier orbital gap: 8.67 eV

Last column: Mulliken charge in e.
Positions of all 6 atoms, in Å:
H -2.2476 0.3454 0.7500  0.22
N -1.8389 -0.1805 -0.0321  -0.59
N -0.6248 -0.2709 -0.0348  0.39
N 0.5819 0.1329 -0.2572  0.25
N 1.7091 -0.2858 0.0288  -0.52
H 2.4203 0.2590 -0.4547  0.25



Entry from the OMol25 dataset: 2 unconnected molecules or ions with the total composition H2N4O at a distorted geometry (ωB97M-V with the def2-TZVPD basis set).

Results
* max |F|: 5.08 eV/A
* HOMO level: -8.35 eV
* DFT total energy: -295.27926 Ha
* frontier orbital gap: 9.00 eV

Last column: Mulliken charge in e.
Positions of all 7 atoms, in Å:
N 2.2915 0.7389 -0.1728  -0.33
N 1.6188 0.1626 0.4785  0.84
N -1.3181 -0.0304 -0.4015  -0.04
N -0.7805 0.6906 0.3859  -0.45
O 0.9433 -0.3895 1.1985  -0.51
H -0.7434 -0.3085 -1.3573  0.23
H -2.0116 -0.8637 -0.1312  0.25



Entry from the OMol25 dataset: 2 unconnected molecules or ions with the total composition H2N4O at a distorted geometry (ωB97M-V with the def2-TZVPD basis set).

Results
* max |F|: 7.64 eV/A
* HOMO level: -8.27 eV
* DFT total energy: -295.29060 Ha
* frontier orbital gap: 9.02 eV

Last column: Mulliken charge in e.
Positions of all 7 atoms, in Å:
N -0.9999 -4.1925 -0.1764  -0.34
N -1.1653 -3.5780 0.7212  0.83
N -1.5049 0.1429 0.0827  -0.01
N -0.3692 -0.2467 0.1774  -0.48
O -1.3415 -2.9484 1.6178  -0.50
H -1.6021 1.1782 0.3499  0.26
H -2.2155 -0.1999 -0.6673  0.24



Entry from the OMol25 dataset: 2 unconnected molecules or ions with the total composition H2N4O2 at a distorted geometry (ωB97M-V with the def2-TZVPD basis set).

Results
* SMILES: O/N=N\O.N#N
* max |F|: 3.23 eV/A
* HOMO level: -10.66 eV
* DFT total energy: -370.59781 Ha
* frontier orbital gap: 11.25 eV

Last column: Mulliken charge in e.
Positions of all 8 atoms, in Å:
O -1.5906 -0.0630 1.3245  -0.33
N -0.5862 -0.6705 0.6893  -0.07
N -0.0525 -0.2276 -0.2854  0.20
O -0.5098 1.0024 -0.8066  -0.50
H -1.8316 0.7801 0.8917  0.36
H 0.0537 1.1697 -1.5695  0.36
N 1.9566 -1.0264 -0.5819  0.04
N 2.5605 -0.9647 0.3380  -0.06



Entry from the OMol25 dataset: a single H2N4O4 molecule at a distorted geometry (ωB97M-V with the def2-TZVPD basis set).

Results
* SMILES: O=[N+]([O-])NN[N+](=O)[O-]
* max |F|: 5.19 eV/A
* HOMO level: -11.56 eV
* DFT total energy: -520.90139 Ha
* frontier orbital gap: 11.44 eV

Last column: Mulliken charge in e.
Positions of all 10 atoms, in Å:
O 1.5151 -1.2876 1.1707  -0.62
N 1.6837 -0.8066 0.0851  1.24
O 2.6078 -0.9406 -0.6577  -0.59
N 0.7261 0.0881 -0.3516  -0.39
N -0.6762 -0.0539 0.4594  -0.38
N -1.6714 -0.6920 -0.2295  1.26
O -1.5157 -0.8100 -1.4129  -0.63
O -2.6135 -0.9945 0.4394  -0.60
H 0.5163 0.1154 -1.3479  0.36
H -0.4846 -0.2779 1.4321  0.35



Entry from the OMol25 dataset: 2 unconnected molecules or ions with the total composition H2N6O at a distorted geometry (ωB97M-V with the def2-TZVPD basis set).

Results
* max |F|: 3.35 eV/A
* HOMO level: -9.25 eV
* DFT total energy: -404.79569 Ha
* frontier orbital gap: 9.78 eV

Last column: Mulliken charge in e.
Positions of all 9 atoms, in Å:
N -0.0641 2.6755 0.4825  -0.45
N -2.0356 -1.1845 0.1786  0.77
N 0.4267 1.7128 0.0989  0.59
N -3.0758 -1.3356 -0.1683  -0.30
N 0.5289 0.5588 -0.3599  -0.20
N 1.7356 -0.0516 -0.1905  -0.48
O -0.9428 -1.0628 0.5611  -0.48
H 1.4238 -0.8166 0.5122  0.29
H 2.0032 -0.4959 -1.1147  0.26



Entry from the OMol25 dataset: a gas-phase ion, H2NO (charge -1) at a distorted geometry (ωB97M-V with the def2-TZVPD basis set).

Results
* SMILES: N[O-]
* charge: -1
* max |F|: 2.32 eV/A
* HOMO level: -1.22 eV
* DFT total energy: -131.09702 Ha
* frontier orbital gap: 7.23 eV

Last column: Mulliken charge in e.
Positions of all 4 atoms, in Å:
N -0.3740 0.1174 -0.1244  -0.51
O 0.1594 -0.9430 0.8981  -0.82
H 0.0517 -0.0794 -1.0335  0.15
H 0.1629 0.9050 0.2598  0.17



Entry from the OMol25 dataset: a gas-phase ion, H2NO2S (charge -1) at a distorted geometry (ωB97M-V with the def2-TZVPD basis set).

Results
* SMILES: N=[S@H](=O)[O-]
* charge: -1
* max |F|: 5.24 eV/A
* HOMO level: -3.84 eV
* DFT total energy: -604.59725 Ha
* frontier orbital gap: 8.12 eV

Last column: Mulliken charge in e.
Positions of all 6 atoms, in Å:
N -1.1231 -0.6810 0.2721  -0.66
S 0.6922 -0.6717 0.5308  0.65
O 1.4453 -1.9291 0.5946  -0.60
O 1.1320 0.3083 1.5622  -0.63
H -1.3590 -0.0127 0.9743  0.17
H 1.3477 -0.0713 -0.5701  0.07



Entry from the OMol25 dataset: 2 unconnected molecules or ions with the total composition H2NO3S at a distorted geometry (ωB97M-V with the def2-TZVPD basis set).

Results
* charge: -1
* max |F|: 1.90 eV/A
* HOMO level (alpha / beta): -4.59 / -3.94 eV
* DFT total energy: -679.75902 Ha
* frontier orbital gap (alpha / beta): 7.38 / 8.17 eV

Last column: Mulliken charge in e.
Positions of all 7 atoms, in Å:
N -0.1944 -0.1252 0.0046  -0.62
O -2.5021 -0.4331 1.2204  -0.51
O -1.2016 2.3650 0.0008  -0.84
O -2.3095 -0.9697 -1.1504  -0.57
S -1.9326 -0.0700 -0.0473  0.81
H 0.1502 -0.3393 -0.9712  0.26
H -0.1479 0.9443 0.1258  0.45



Entry from the OMol25 dataset: 2 unconnected molecules or ions with the total composition H2NO4P at a distorted geometry (ωB97M-V with the def2-TZVPD basis set).

Results
* charge: -2
* max |F|: 2.71 eV/A
* HOMO level (alpha / beta): 0.71 / 1.26 eV
* DFT total energy: -698.13346 Ha
* frontier orbital gap (alpha / beta): 6.42 / 6.03 eV

Last column: Mulliken charge in e.
Positions of all 8 atoms, in Å:
N -0.3687 -2.1832 0.5054  -0.45
O 1.6627 0.9408 0.0107  -0.58
O 0.1495 0.0158 -1.8138  -0.63
O -1.1882 2.6796 0.5586  -1.10
O 0.3446 -1.0601 0.5461  -0.03
P 0.3675 0.3391 -0.3951  0.41
H -0.1723 -2.5682 -0.4202  0.14
H -0.7952 1.8363 1.0083  0.25



Entry from the OMol25 dataset: 2 unconnected molecules or ions with the total composition H2NO5PS at a distorted geometry (ωB97M-V with the def2-TZVPD basis set).

Results
* charge: -2
* max |F|: 2.78 eV/A
* HOMO level (alpha / beta): -1.21 / 1.24 eV
* DFT total energy: -1171.64047 Ha
* frontier orbital gap (alpha / beta): 7.25 / 2.60 eV

Last column: Mulliken charge in e.
Positions of all 10 atoms, in Å:
N -0.2119 1.2988 4.0337  -0.49
O 1.7757 0.8279 -1.2294  -0.59
O -0.2387 -0.5521 -3.2434  -0.60
O -0.6004 1.4245 -0.8748  -0.56
O -0.9917 -2.3523 -1.8512  -0.65
O 1.3241 -2.2892 -2.3660  -0.62
P 0.4210 0.3897 -0.7274  0.40
S 0.1351 -1.4512 -2.1448  0.80
H -0.9827 0.6134 3.8595  0.18
H -0.6305 2.0905 4.5438  0.14



Entry from the OMol25 dataset: a single H2NOP molecule at a distorted geometry (ωB97M-V with the def2-TZVPD basis set).

Results
* multiplicity: 3
* ⟨S²⟩: 2.011
* max |F|: 5.21 eV/A
* HOMO level (alpha / beta): -8.82 / -10.46 eV
* DFT total energy: -472.40932 Ha
* frontier orbital gap (alpha / beta): 9.93 / 9.15 eV

Last column: Mulliken spin population.
Positions of all 5 atoms, in Å:
N 0.9171 -0.1574 -0.3629  0.97
O 1.9060 0.4666 0.1967  0.82
P -0.5511 -0.4200 0.4273  0.15
H -1.0905 0.9336 0.4687  0.06
H -1.1815 -0.8229 -0.7298  0.00



So what do the calculations give for ΔE to the lowest compared entry with this formula, charge and spin? Going down the list: 1.133, 0.336, 0.425, 2.080, 4.084, 3.656, 3.347, 0.716, 0.000, 0.312, 0.044, 1.528, 5.082, 4.192, 4.693, 0.000 eV.